(1)
Formula: C37H41IN3O2PSe2W
Source: the OMol25 dataset
Level of theory: ωB97M-V/def2-TZVPD

Structure (ORCA input):
```
! RIJCOSX wB97M-V def2-TZVPD def2/J DEFGRID3
* xyz 0 1
W 0.581 -0.833 1.126
C -3.390 0.951 2.569
C -3.045 2.248 2.890
C -1.703 2.585 2.910
C -0.758 1.635 2.562
N -1.107 0.418 2.111
C -2.397 0.074 2.170
C 0.668 1.789 2.917
C 1.198 2.968 3.415
C 2.442 2.941 4.025
C 3.090 1.727 4.151
C 2.523 0.606 3.563
N 1.364 0.642 2.912
H -4.414 0.609 2.596
H -3.798 2.977 3.155
H -1.393 3.562 3.246
H -2.640 -0.938 1.888
H 0.640 3.890 3.353
H 2.877 3.849 4.422
H 4.033 1.636 4.670
H 3.016 -0.356 3.587
C -5.126 3.828 0.159
C -5.384 2.487 -0.087
C -4.366 1.637 -0.498
C -3.066 2.111 -0.663
C -2.819 3.460 -0.398
C -3.837 4.317 -0.001
P -1.571 1.149 -1.143
C -1.642 1.222 -2.976
C -2.290 2.236 -3.677
C -2.206 2.302 -5.062
C -1.470 1.359 -5.763
C -0.818 0.345 -5.072
C -0.900 0.278 -3.690
C -2.018 -0.602 -0.861
C -3.118 -1.121 -1.556
C -3.608 -2.385 -1.295
C -2.979 -3.154 -0.327
C -1.843 -2.681 0.305
C -1.306 -1.404 0.050
H -5.925 4.488 0.472
H -6.387 2.097 0.037
H -4.589 0.593 -0.669
H -1.807 3.839 -0.500
H -3.622 5.361 0.187
H -2.876 2.975 -3.142
H -2.723 3.091 -5.594
H -1.407 1.409 -6.842
H -0.246 -0.400 -5.611
H -0.400 -0.526 -3.158
H -3.590 -0.512 -2.319
H -4.466 -2.763 -1.838
H -3.345 -4.145 -0.085
H -1.353 -3.331 1.014
O 5.538 -5.055 0.739
C 4.822 -4.148 -0.089
C 3.298 -4.204 0.087
C 2.851 -5.670 -0.039
O 1.477 -5.848 -0.346
C 2.901 -3.677 1.465
Se 2.984 -1.733 1.533
C 2.704 -3.331 -1.023
Se 0.874 -2.679 -0.725
H 5.537 -4.720 1.640
H 5.070 -4.427 -1.115
H 5.162 -3.118 0.070
H 3.102 -6.194 0.890
H 3.415 -6.155 -0.840
H 0.969 -5.106 0.010
H 3.570 -4.046 2.243
H 1.892 -3.969 1.746
H 2.596 -3.910 -1.943
H 3.352 -2.480 -1.225
I -0.110 -2.475 3.447
C 1.423 2.665 -0.944
C 2.105 1.358 -0.534
C 3.271 1.693 0.401
C 2.610 0.610 -1.768
N 1.203 0.453 0.164
H 2.196 3.366 -1.264
H 0.880 3.102 -0.103
H 0.726 2.518 -1.765
H 4.005 2.288 -0.146
H 3.761 0.788 0.758
H 2.925 2.280 1.254
H 3.261 1.265 -2.351
H 1.773 0.299 -2.393
H 3.170 -0.275 -1.467
*
```

Results
**ΔE to the lowest compared entry with this formula, charge and spin**: 0.0 kcal per mole
**Gap between HOMO and LUMO**: 0.2367 hartree
**E_tot**: -7258.34076 Ha
**HOMO energy**: -7.42 eV



(2)
Formula: C6H42NO14
Source: the OMol25 dataset
Level of theory: ωB97M-V/def2-TZVPD

Structure (ORCA input):
```
! RIJCOSX wB97M-V def2-TZVPD def2/J DEFGRID3
* xyz 1 1
C 2.100 -0.365 2.143
C 0.535 -0.353 1.815
C 0.188 0.302 0.535
C 0.267 -0.347 -0.616
C -0.110 1.801 0.463
C -1.022 2.200 -0.717
N 2.922 -0.287 0.870
H 2.401 -1.320 2.681
H 2.313 0.462 2.903
H -0.068 0.034 2.741
H 0.203 -1.410 1.917
H -0.063 0.014 -1.639
H 0.563 -1.418 -0.707
H -0.690 2.095 1.336
H 0.943 2.272 0.246
H -0.629 1.639 -1.642
H -2.095 1.960 -0.425
H -0.911 3.298 -0.997
H 2.627 -0.615 -0.036
H 3.895 -0.491 1.147
H 2.931 0.756 0.798
H 1.091 -1.859 -3.768
H 0.555 -0.528 -3.582
O 0.995 -1.134 -3.168
H 2.728 -4.074 -1.249
H 2.249 -2.929 -2.067
O 2.190 -3.248 -1.095
H -2.065 -2.678 -2.000
H -1.532 -3.407 -0.671
O -2.312 -3.225 -1.173
H 2.740 2.927 1.377
H 4.264 2.556 1.225
O 3.335 2.267 0.869
H 1.499 4.524 1.850
H 0.833 3.455 2.765
O 1.645 3.718 2.351
H -1.859 -2.503 -3.847
H -2.421 -1.174 -3.272
O -1.674 -1.713 -3.388
H -1.371 1.809 4.377
H -0.044 1.166 4.860
O -0.338 1.875 4.217
H -3.400 0.540 2.417
H -2.462 -0.498 2.895
O -2.659 0.370 3.128
H 2.581 -0.621 -2.404
H 3.206 0.760 -1.711
O 3.009 -0.184 -1.623
H -3.271 0.973 -3.217
H -3.919 0.539 -2.014
O -3.662 0.152 -2.896
H -0.410 -3.967 1.200
H 0.364 -3.298 -0.139
O -0.278 -3.195 0.602
H -2.187 -1.637 0.719
H -3.575 -1.938 0.864
O -3.030 -1.145 1.083
H 3.378 2.987 -1.371
H 1.855 2.590 -1.214
O 2.689 2.517 -1.803
H -4.879 0.993 -0.183
H -3.892 -0.385 -0.258
O -4.122 0.570 -0.569
*
```

Results
**ΔE to the lowest compared entry with this formula, charge and spin**: 141.0 kcal per mole
**Gap between HOMO and LUMO**: 0.3494 hartree
**E_tot**: -1361.58139 Ha
**HOMO energy**: -11.94 eV



(3)
Formula: C16H10FNO
Source: the OMol25 dataset
Level of theory: ωB97M-V/def2-TZVPD

Structure (ORCA input):
```
! RIJCOSX wB97M-V def2-TZVPD def2/J DEFGRID3
* xyz 0 1
O -2.598 -0.583 5.442
F 3.535 0.626 -2.442
C 0.518 -0.177 -0.321
C 1.003 -0.308 -1.433
C -2.193 0.235 4.639
C 2.166 -0.939 -5.475
C 0.896 -1.275 -5.036
C 3.082 -0.355 -4.540
C -0.300 -1.313 1.686
C 0.576 -1.072 -3.671
C -0.934 -1.268 2.952
C -0.633 1.066 1.475
C 2.684 -0.060 -3.252
C -0.093 -0.133 0.972
C 1.461 -0.499 -2.774
C -1.451 -0.061 3.429
C -1.292 1.113 2.698
N -2.553 1.559 4.571
C -1.906 2.255 3.495
H 2.466 -1.077 -6.496
H 0.183 -1.708 -5.730
H 4.033 0.044 -4.839
H 0.017 -2.266 1.289
H -0.390 -1.428 -3.357
H -1.101 -2.129 3.618
H -0.513 1.965 0.890
H -2.849 2.027 5.450
H -1.189 2.967 3.897
H -2.625 2.794 2.864
*
```

Results
**ΔE to the lowest compared entry with this formula, charge and spin**: 0.0 kcal per mole
**Gap between HOMO and LUMO**: 0.3310 hartree
**E_tot**: -845.53427 Ha
**HOMO energy**: -8.90 eV
**SMILES**: O=C1NCc2cc(C#Cc3ccccc3F)ccc21



Repeat the third record exactly.
Formula: C16H10FNO
Source: the OMol25 dataset
Level of theory: ωB97M-V/def2-TZVPD

Structure (ORCA input):
```
! RIJCOSX wB97M-V def2-TZVPD def2/J DEFGRID3
* xyz 0 1
O -2.598 -0.583 5.442
F 3.535 0.626 -2.442
C 0.518 -0.177 -0.321
C 1.003 -0.308 -1.433
C -2.193 0.235 4.639
C 2.166 -0.939 -5.475
C 0.896 -1.275 -5.036
C 3.082 -0.355 -4.540
C -0.300 -1.313 1.686
C 0.576 -1.072 -3.671
C -0.934 -1.268 2.952
C -0.633 1.066 1.475
C 2.684 -0.060 -3.252
C -0.093 -0.133 0.972
C 1.461 -0.499 -2.774
C -1.451 -0.061 3.429
C -1.292 1.113 2.698
N -2.553 1.559 4.571
C -1.906 2.255 3.495
H 2.466 -1.077 -6.496
H 0.183 -1.708 -5.730
H 4.033 0.044 -4.839
H 0.017 -2.266 1.289
H -0.390 -1.428 -3.357
H -1.101 -2.129 3.618
H -0.513 1.965 0.890
H -2.849 2.027 5.450
H -1.189 2.967 3.897
H -2.625 2.794 2.864
*
```

Results
**ΔE to the lowest compared entry with this formula, charge and spin**: 0.0 kcal per mole
**Gap between HOMO and LUMO**: 0.3310 hartree
**E_tot**: -845.53427 Ha
**HOMO energy**: -8.90 eV
**SMILES**: O=C1NCc2cc(C#Cc3ccccc3F)ccc21



> Number 2 is which compound?

C6H42NO14